#P
# C6H8S

A molecular structure, C6H8S (wB97M-V/def2-TZVPD, the OMol25 dataset).

Results
Highest occupied orbital energy   -8.412 eV
Charge   0
Frontier orbital gap   8.208 eV
LUMO   -0.204 eV

Atoms and positions in Å:
C (0.677, -0.021, 0.550)
C (-0.410, 1.090, 0.627)
C (-1.323, -0.078, 0.121)
C (-0.144, -0.972, 0.076)
C (-0.131, 2.164, -0.401)
C (-0.221, -2.589, -0.130)
S (-2.920, -0.065, 0.043)
H (1.659, -0.050, 0.801)
H (-0.589, 1.592, 1.522)
H (0.221, 1.834, -1.409)
H (0.638, 2.945, 0.099)
H (-0.990, 2.685, -0.550)
H (-0.567, -2.708, -1.073)
H (-0.850, -2.882, 0.571)
H (0.781, -3.163, -0.112)

#Q
# C6H8S

A single C6H8S molecule (wB97M-V/def2-TZVPD, the OMol25 dataset).

Results
SMILES   C=C1C[C@H]2S[C@@H]2C1
Highest occupied orbital energy   -8.755 eV
Charge   0
Frontier orbital gap   9.198 eV
LUMO   0.443 eV

Atoms and positions in Å:
C (-1.919, -0.882, 0.785)
C (-0.902, -0.227, 0.090)
C (0.413, 0.282, 1.148)
C (1.247, 0.990, 0.071)
C (1.198, -0.047, -1.043)
C (-0.286, 0.051, -1.389)
H (-1.803, -1.054, 1.998)
H (-2.707, -1.563, 0.302)
H (0.797, -0.640, 1.653)
H (-0.032, 0.994, 1.899)
H (0.827, 1.821, -0.411)
H (1.619, -1.041, -0.678)
H (-0.675, 0.948, -1.644)
H (-0.470, -0.836, -1.967)
S (2.692, 1.205, -0.814)

#R
# C6H8S

A single C6H8S molecule (wB97M-V/def2-TZVPD, the OMol25 dataset).

Results
Highest occupied orbital energy (spin up / spin down)   -7.153 / -7.571 eV
Charge   0
Frontier orbital gap (spin up / spin down)   6.993 / 7.694 eV
LUMO (spin up / spin down)   -0.160 / 0.123 eV

Atoms and positions in Å:
C (-0.740, 0.263, -0.056)
C (0.496, 0.911, -0.481)
C (1.371, -0.345, -0.662)
C (-0.810, -1.023, -0.125)
C (1.210, 1.859, 0.503)
C (-1.665, -2.201, 0.129)
S (2.827, -0.937, -0.580)
H (-1.620, 1.027, 0.020)
H (0.583, 1.481, -1.417)
H (2.270, 1.768, 0.404)
H (0.833, 1.929, 1.554)
H (0.994, 2.783, 0.132)
H (-2.295, -1.918, 1.037)
H (-1.197, -3.258, 0.253)
H (-2.257, -2.339, -0.711)

The structures above, arranged from the most stable to the least stable: #P, #R, #Q.